Entry 1:
{"formula": "C4H13NO", "method": "ωB97M-V/def2-TZVPD", "total_energy_ev": -7895.2505, "total_charge": 0, "smiles": "CCNCC.O", "elements": ["O", "N", "C", "C", "C", "C", "H", "H", "H", "H", "H", "H", "H", "H", "H", "H", "H", "H", "H"], "xyz": [[-0.8315, 2.1385, -1.4367], [-0.0092, -0.5767, 0.0370], [2.0629, -1.2078, -1.1071], [-0.7833, -0.3865, 1.2869], [-2.1698, 0.1478, 0.8551], [1.4447, -0.7535, 0.1697], [-1.0055, -1.2866, 1.9061], [1.8097, 0.2768, 0.5816], [-2.6586, -0.4048, 0.1711], [2.0856, -0.4257, -1.7900], [-2.0735, 1.1933, 0.5107], [-0.0276, 0.3468, -0.3989], [-0.8427, 2.8504, -0.7717], [-2.7056, 0.2414, 1.7982], [-0.2548, 0.4404, 1.9119], [-0.4565, 2.4305, -2.2314], [3.0530, -1.6212, -0.9725], [1.5500, -2.0552, -1.5766], [1.8129, -1.3478, 1.0568]], "forces_ev_per_a": [[-0.95, -0.64, 2.32], [0.19, -0.43, 0.64], [0.26, -1.72, 0.44], [0.15, 1.30, -0.54], [2.39, 3.00, 3.43], [0.42, 1.37, 3.08], [0.96, 0.35, -0.63], [0.18, -1.23, -1.19], [-1.53, -2.08, -2.25], [0.18, 1.37, -1.48], [-0.06, -0.56, -0.19], [-0.73, -0.41, -0.29], [0.17, -0.26, -0.81], [-0.62, -0.16, -0.10], [-0.88, -1.39, -0.39], [0.87, 1.01, -1.56], [0.56, 0.38, 0.20], [-0.49, 0.30, 0.30], [-1.09, -0.22, -0.96]]}

***

Entry 2:
{"formula": "C18H56ClN4O12", "method": "ωB97M-V/def2-TZVPD", "total_energy_ev": -62620.6376, "total_charge": -1, "elements": ["Cl", "O", "O", "O", "O", "O", "O", "O", "O", "O", "O", "O", "O", "N", "N", "N", "N", "C", "C", "C", "C", "C", "C", "C", "C", "C", "C", "C", "C", "C", "C", "C", "C", "C", "C", "H", "H", "H", "H", "H", "H", "H", "H", "H", "H", "H", "H", "H", "H", "H", "H", "H", "H", "H", "H", "H", "H", "H", "H", "H", "H", "H", "H", "H", "H", "H", "H", "H", "H", "H", "H", "H", "H", "H", "H", "H", "H", "H", "H", "H", "H", "H", "H", "H", "H", "H", "H", "H", "H", "H", "H"], "xyz": [[-1.0602, 0.2697, -0.0985], [2.8102, 1.2827, 3.2304], [-1.9093, 1.4185, 0.1354], [-6.4707, 0.8369, -0.0676], [-3.1021, -1.9345, -3.4036], [4.4509, -1.4319, -1.3671], [1.1918, 0.1694, -6.2150], [-0.8665, -0.4014, 1.1639], [-0.8399, -1.0974, 5.5346], [0.2080, 0.7181, -0.6608], [-1.6144, -0.6206, -1.0944], [-2.8951, -3.6026, -0.8006], [-0.5010, 4.6060, 0.3981], [-3.9426, -1.5581, 1.1919], [-0.8865, -0.3864, -4.4160], [4.1902, 1.4867, 5.6731], [1.0438, -2.7849, -1.7584], [-1.3782, 1.1116, 4.7861], [-5.2198, 0.2019, 0.0864], [2.3916, -2.3795, -2.1416], [6.1561, 0.4631, 4.5856], [1.9615, 0.7616, 2.2224], [5.0940, -0.4977, -0.5508], [4.8667, 1.2477, 4.3876], [-5.2877, 0.0240, 2.6089], [2.2880, -1.5119, -3.3797], [-7.3822, 0.0543, -0.8205], [3.0917, -1.6412, -1.0114], [-0.5208, 0.2748, 5.7216], [-0.7800, 0.9311, -5.1112], [-1.2889, 2.0352, -4.1893], [3.9976, 0.5341, 3.3719], [-5.1756, -0.7280, 1.3000], [0.6777, 1.2297, -5.4279], [2.5669, 0.2975, -6.4569], [-2.3524, 1.8927, -3.9876], [-7.5426, -0.9209, -0.3539], [-2.4239, 0.8574, 4.9348], [3.1323, 0.6007, -5.5668], [3.7268, -0.4630, 3.7546], [6.9288, 0.7842, 3.8841], [0.7975, 2.1780, -5.9692], [5.1568, -0.8787, 0.4777], [-0.7184, 0.5730, 6.7620], [-0.5384, -0.2465, -3.4627], [-1.1105, 2.1613, 4.9045], [1.1051, 1.4211, 2.0714], [2.5963, -0.6625, -0.9224], [-2.6910, -1.4610, -4.1407], [3.8301, 0.5863, 5.9975], [-0.0010, 4.4474, 1.2029], [2.9461, -0.6773, -6.7642], [3.3259, 1.9780, 5.4449], [0.5408, 0.4911, 5.5544], [6.1081, -0.3767, -0.9333], [-1.1002, 0.8360, 3.7642], [-0.9001, 3.7500, 0.1951], [5.9706, -0.6085, 4.4721], [-1.0789, 3.0156, -4.6087], [-3.1133, -0.9867, 1.0261], [1.2406, 1.2477, -4.4831], [-2.9496, -1.3100, -2.6869], [4.4985, 0.4965, 2.3995], [1.8156, -0.5475, -3.1638], [4.6085, 0.4861, -0.5659], [-3.8022, -1.9145, 2.1349], [1.6912, -2.0092, -4.1439], [-2.3316, -3.9680, -0.1151], [-1.3010, 0.8297, -6.0660], [-0.8240, 1.8890, -3.2106], [2.9501, -3.2881, -2.3898], [2.7543, 1.0324, -7.2518], [6.6059, 0.6206, 5.5675], [-4.4497, 0.9713, 0.2132], [1.0598, -3.3915, -0.9439], [1.4679, -0.1323, 2.6250], [-0.0457, -1.6321, 5.5934], [-6.0040, -1.4384, 1.1949], [-6.3170, 0.3610, 2.7695], [-5.0980, -0.6424, 3.4570], [2.4774, 0.6590, 1.2682], [3.2816, -1.2965, -3.7840], [-0.1250, -0.9352, -4.8212], [-4.9069, -0.3581, -0.8033], [2.9968, -2.2189, -0.0830], [-3.3731, -2.8824, -0.3676], [-8.3461, 0.5734, -0.7750], [-7.0911, 0.0015, -1.8708], [5.1392, 2.2166, 3.9626], [-4.6044, 0.8720, 2.6414], [0.5222, -1.9610, -1.4644]], "forces_ev_per_a": [[0.89, 0.61, -1.09], [0.06, 0.47, -0.19], [-0.15, -0.07, -0.18], [-0.16, -0.12, -0.28], [-0.48, 0.24, -0.32], [-0.11, -0.12, -0.16], [0.02, -0.06, 0.05], [0.09, -0.30, -0.11], [0.04, -0.09, 0.01], [0.04, 0.07, 0.68], [-0.60, -0.01, 0.61], [-0.04, -0.38, -0.16], [-0.05, 0.00, 0.00], [-0.38, 0.41, 0.55], [0.85, 0.78, -0.44], [-0.48, -0.25, -0.40], [-0.05, 0.11, 0.28], [0.97, -0.65, -0.37], [0.73, -0.06, 0.26], [-0.33, -0.15, 0.06], [0.38, -0.10, 0.14], [-0.90, 0.11, 0.69], [0.31, -0.16, 0.12], [0.48, 0.05, 0.22], [-0.57, -0.19, 0.33], [0.37, 0.17, -0.31], [-0.47, 0.69, 0.52], [0.09, 0.25, -0.59], [-0.10, 0.51, 0.30], [0.56, -0.44, 0.64], [-0.47, -0.86, -0.09], [-0.70, 0.59, 0.21], [0.49, -0.44, -0.81], [0.07, -0.33, -0.06], [0.21, -0.04, -0.17], [-0.06, 0.25, -0.24], [0.20, -0.21, -0.32], [-0.14, 0.41, 0.06], [-0.17, 0.02, 0.06], [0.29, -0.17, -0.25], [-0.15, -0.24, -0.24], [-0.02, 0.08, 0.12], [-0.03, 0.23, 0.07], [-0.05, -0.18, -0.02], [-0.49, -0.04, 0.05], [-0.49, 0.11, 0.16], [0.33, 0.38, 0.01], [-0.07, -0.13, 0.37], [0.26, -0.12, 0.07], [0.28, 0.03, 0.13], [0.02, -0.05, 0.01], [-0.04, 0.04, -0.11], [0.14, 0.16, 0.07], [-0.02, -0.20, -0.20], [0.01, -0.01, 0.02], [-0.23, 0.02, -0.04], [-0.01, -0.10, -0.03], [0.17, -0.01, -0.03], [-0.11, 0.17, 0.18], [-0.23, 0.09, 0.00], [-0.01, 0.32, -0.04], [0.14, -0.23, 0.30], [0.15, -0.40, 0.01], [-0.03, -0.12, 0.18], [-0.14, -0.08, 0.08], [0.24, -0.30, -0.21], [0.06, -0.07, 0.01], [0.02, 0.11, 0.08], [-0.27, 0.27, 0.09], [0.27, 0.36, -0.07], [0.09, 0.05, 0.05], [0.06, -0.03, 0.04], [-0.31, 0.09, 0.10], [-0.21, 0.09, 0.05], [0.04, -0.03, -0.09], [0.43, -0.44, -0.61], [0.02, 0.05, 0.02], [-0.06, 0.08, 0.19], [0.13, 0.29, -0.20], [0.25, 0.03, -0.07], [-0.03, -0.40, 0.00], [-0.07, -0.04, 0.02], [-0.50, -0.32, -0.09], [-0.32, -0.06, -0.08], [0.12, 0.16, 0.11], [0.00, 0.12, 0.25], [0.13, 0.00, -0.02], [0.18, -0.34, 0.01], [-0.22, 0.13, 0.14], [0.04, 0.01, 0.06], [-0.24, -0.06, -0.16]]}

***

Entry 3:
{"formula": "C3H13N2O", "method": "ωB97M-V/def2-TZVPD", "total_energy_ev": -8342.5530, "total_charge": 1, "elements": ["O", "N", "N", "C", "C", "C", "H", "H", "H", "H", "H", "H", "H", "H", "H", "H", "H", "H", "H"], "xyz": [[1.9819, 2.1277, 0.2385], [-1.4032, 0.6906, 0.6528], [-1.2374, -1.3200, -1.2661], [-0.0551, 0.0967, 1.1780], [0.6098, -0.4845, -0.0361], [0.1256, -1.7340, -0.7611], [-1.9810, -2.0689, -1.1838], [-2.1300, 0.7878, 1.3649], [-1.9387, -0.0270, -0.0992], [1.7979, -0.5968, 0.0762], [1.4795, 2.8567, -0.2498], [0.5719, 0.3544, -0.7175], [0.4883, 0.8999, 1.7204], [-1.3224, 1.5551, 0.2161], [-0.4203, -0.5863, 1.9184], [2.4506, 2.6389, 0.9078], [0.7340, -2.0772, -1.5956], [0.0507, -2.5700, -0.0123], [-1.2333, -1.0520, -2.2452]], "forces_ev_per_a": [[-1.27, 1.85, -0.88], [-2.14, -3.31, 0.12], [-1.81, -1.71, 0.47], [-1.58, 0.20, 0.05], [4.57, 0.05, -0.69], [-1.96, 0.24, 1.26], [1.44, 0.89, -0.26], [0.47, 0.22, 0.40], [2.56, 1.17, 1.12], [-2.61, 0.33, 0.38], [1.14, -1.47, 0.80], [0.18, 0.10, -0.67], [-0.25, -0.53, -0.89], [0.49, 1.98, -1.08], [0.16, -0.78, 0.38], [0.23, -0.08, 0.06], [0.35, 0.31, 0.25], [-0.20, 0.61, -0.89], [0.22, -0.07, 0.07]]}

***

Entry 4:
{"formula": "C6H13N", "method": "ωB97M-V/def2-TZVPD", "total_energy_ev": -7910.1097, "s_squared": 0.76, "total_charge": 1, "spin_multiplicity": 2, "elements": ["N", "C", "C", "C", "C", "C", "C", "H", "H", "H", "H", "H", "H", "H", "H", "H", "H", "H", "H", "H"], "xyz": [[-1.3334, 1.3876, -0.4968], [0.2292, 1.0775, -0.4986], [0.7124, 0.4057, 0.7378], [-0.1757, -2.9176, 0.4719], [0.0851, -1.0509, 0.8654], [0.8849, 2.4640, -0.8276], [-0.2615, -1.8102, -0.4026], [0.7495, 3.1894, 0.0213], [-0.8724, -0.7001, 1.3054], [-1.1714, -1.6222, -0.8958], [0.3722, 2.7609, -1.7219], [-1.0764, -3.3667, 0.9944], [0.6814, -3.5325, 0.5533], [0.6905, -1.4614, 1.7399], [1.9681, 2.3202, -0.9917], [0.4972, 0.9811, 1.7255], [1.8467, 0.3648, 0.5253], [0.2357, 0.3683, -1.3205], [-1.6575, 1.3085, 0.5145], [-1.7762, 0.6652, -1.0491]], "forces_ev_per_a": [[1.78, -0.67, 2.27], [-3.47, 2.14, -0.53], [2.70, 0.65, -0.07], [-1.68, -0.08, -0.83], [-0.46, 1.88, 2.23], [0.49, -1.50, 1.33], [0.57, -1.81, 1.92], [-0.09, -0.70, -0.93], [0.09, -1.00, -0.15], [-0.78, 0.74, -0.85], [0.04, 0.63, -0.31], [0.84, 0.83, -0.59], [1.33, -0.02, 0.44], [-0.56, -0.36, -1.07], [-0.42, 0.27, -0.10], [0.40, -1.11, -1.70], [-1.53, -0.24, 1.00], [1.01, 0.13, -0.37], [0.14, 0.21, -1.85], [-0.40, 0.01, 0.16]]}

***

Entry 5:
{"formula": "C5H4N", "method": "ωB97M-V/def2-TZVPD", "total_energy_ev": -6725.1296, "total_charge": 1, "elements": ["N", "C", "C", "C", "C", "C", "H", "H", "H", "H"], "xyz": [[1.6699, 0.7460, 0.2767], [0.3786, -0.6573, -0.5711], [-1.3381, 0.6737, -0.1673], [0.1539, 0.6958, -0.3117], [1.8296, -0.4633, -0.0004], [-0.8172, -0.7100, 0.1219], [2.8596, -0.9675, 0.2120], [-1.7517, 1.2352, 0.6180], [-1.7857, 0.8343, -1.0458], [-1.1990, -1.3870, 0.8677]], "forces_ev_per_a": [[-1.46, 2.17, 0.39], [-0.17, -0.06, 0.68], [2.20, 0.00, 2.18], [2.16, -1.28, 0.46], [2.04, -1.36, -0.40], [-0.12, -0.82, -1.13], [-2.35, 0.29, -0.59], [-0.76, 0.51, 1.15], [-1.83, 0.49, -3.40], [0.28, 0.07, 0.66]]}

***

Entry 6:
{"formula": "C4H4N2O", "method": "ωB97M-V/def2-TZVPD", "total_energy_ev": -9236.2161, "total_charge": 0, "elements": ["O", "N", "N", "C", "C", "C", "C", "H", "H", "H", "H"], "xyz": [[-1.0158, 1.8545, -1.7813], [-0.7732, 0.0951, 0.3937], [0.5140, -1.5082, 1.2125], [0.4061, 0.1773, -0.3082], [1.1820, -0.8272, 0.2232], [-0.6609, -0.9280, 1.2800], [0.1236, 1.6021, -1.7464], [2.1935, -1.1029, -0.0499], [1.0902, 1.1960, -1.3823], [-1.5959, 0.6521, 0.2088], [-1.4636, -1.2107, 1.9498]], "forces_ev_per_a": [[1.01, -0.21, 0.00], [-0.03, 0.01, -0.03], [-0.16, 0.14, -0.06], [0.03, -0.23, 0.19], [0.19, 0.01, -0.07], [-0.04, -0.05, 0.06], [-1.12, 0.36, -0.13], [-0.17, 0.07, 0.04], [0.06, -0.07, 0.04], [0.12, -0.09, 0.07], [0.12, 0.05, -0.11]]}

***

Q: Number 3 is which compound?
A: C3H13N2O